DFT (ωB97M-V/def2-TZVPD) results for C18H25N3O2 in the gas phase in a non-equilibrium geometry.

```
48
Properties=species:S:1:pos:R:3
C -5.96296 -1.67431 -0.56444
C -4.59839 -1.21988 -0.14260
C -3.64245 -2.14256 0.26322
C -2.38726 -1.72971 0.66958
C -2.05493 -0.38132 0.68391
C -3.01057 0.54516 0.28519
C -4.26360 0.12797 -0.12449
H -4.99467 0.86217 -0.43212
H -2.77199 1.59786 0.30194
C -0.69231 0.07920 1.12501
N 0.11364 0.55756 -0.00396
C 0.26847 -0.52663 -0.97222
C 1.10899 -0.09521 -2.17109
N 2.41427 0.40819 -1.80469
C 2.26982 1.43884 -0.80497
H 3.26074 1.75586 -0.47271
C 1.42239 1.05972 0.42867
C 1.31852 2.28320 1.35835
H 0.84199 1.99385 2.29587
H 2.33291 2.60898 1.59924
C 0.56172 3.47610 0.76076
O -0.73874 3.16754 0.34133
H -0.68495 2.32363 -0.14440
H 0.46378 4.25663 1.52229
H 1.13934 3.90094 -0.07487
H 1.95515 0.26916 0.99393
H 1.78762 2.28210 -1.30855
C 3.48421 -0.54937 -1.62127
C 3.51911 -1.32265 -0.33578
N 2.80278 -2.39766 -0.13385
O 3.06167 -2.83839 1.11932
C 3.95467 -2.02607 1.69040
C 4.29430 -1.03509 0.82239
H 4.97935 -0.22715 0.96868
H 4.25579 -2.25786 2.69241
H 3.42640 -1.25952 -2.44965
H 4.42638 0.00526 -1.70165
H 1.22383 -0.93626 -2.85569
H 0.59246 0.71658 -2.69619
H -0.72910 -0.80492 -1.31872
H 0.73013 -1.41102 -0.50623
H -0.82578 0.90525 1.82496
H -0.17305 -0.74446 1.64710
H -1.65673 -2.46468 0.97789
H -3.88372 -3.19624 0.25915
H -5.89967 -2.57763 -1.16811
H -6.47073 -0.90189 -1.13689
H -6.56884 -1.90128 0.31351
```

For the total energy, the calculation gives -1015.580150 a.u. The energy relative to the best compared isomer or geometry (same formula, charge and spin) comes out at 91.2 kcal/mol. For the LUMO energy, the calculation gives 0.738 eV. The orbital gap is 9.10 eV. For the highest occupied orbital energy, the calculation gives -8.4 eV. Its SMILES is Cc1ccc(CN2CCN(Cc3ccon3)C[C@H]2CCO)cc1.